ORCA calculation (ωB97M-V/def2-TZVPD) on 2 unconnected molecules or ions with the total composition C3H7O3 at a distorted geometry.

The geometry in ORCA input format:
```
! wB97M-V def2-TZVPD RIJCOSX def2/J DEFGRID3
* xyz -1 1
C -2.34 0.05 -0.65
O -2.36 1.23 0.07
H -1.47 1.47 0.35
H -2.23 0.29 -1.78
H -1.41 -0.53 -0.59
H -3.18 -0.61 -0.37
C 2.04 -0.77 0.84
C 1.70 0.42 -0.09
O 0.43 0.53 -0.25
O 2.56 1.18 -0.54
H 2.01 -1.65 0.18
H 1.22 -0.88 1.54
H 3.02 -0.73 1.30
*
```

Values from the calculation:
electronic energy = -344.2703 a.u.
M = 91.09 g/mol
relative energy (zero: lowest compared OMol25 entry of this formula, charge and spin) = 1.087 eV

Löwdin population analysis, charges in e, atoms 1 to 5: C -0.24; O -0.14; H 0.06; H 0.09; H 0.04

ORCA calculation (ωB97M-V/def2-TZVPD) on 2 unconnected molecules or ions with the total composition C3H7O3 at a distorted geometry.

The geometry in ORCA input format:
```
! wB97M-V def2-TZVPD RIJCOSX def2/J DEFGRID3
* xyz -1 1
C 1.33 0.13 -1.07
O 1.92 0.20 -2.32
H 1.26 -0.21 -2.83
H 1.23 -0.90 -0.64
H 0.52 0.77 -1.18
H 1.95 0.81 -0.40
C -1.59 0.44 1.09
C -0.52 -0.71 1.29
O 0.70 -0.50 1.40
O -1.02 -1.89 1.24
H -1.25 1.29 0.75
H -2.07 0.59 2.07
H -2.46 -0.02 0.59
*
```

Values from the calculation:
electronic energy = -344.2289 a.u.
M = 91.09 g/mol
relative energy (zero: lowest compared OMol25 entry of this formula, charge and spin) = 2.213 eV

Löwdin population analysis, charges in e, atoms 1 to 5: C -0.21; O -0.12; H 0.03; H 0.10; H 0.05

- electronic energy of number 2 (C3H7O3)?
  -344.2289 a.u.